Molecular formula: C7H11NO
Method: DFT, ωB97M-V/def2-TZVPD

Properties
Orbital gap (spin up / spin down), eV: 7.003 / 7.006
LUMO (spin up / spin down), eV: 0.75 / 0.75
Highest occupied orbital energy (spin up / spin down), eV: -6.256 / -6.259
SMILES: CC1=C(O)[C@]2(C)N[C@@]12C

Cartesian coordinates (Å):
H -2.18476 -2.02251 -0.89326
H -0.85022 1.94307 1.10361
C -0.57142 0.48421 -0.41593
C -0.44274 -0.99378 -0.16621
H 0.19554 1.96819 -1.52064
H 1.46846 1.56209 1.23939
C 2.01067 1.26509 0.32457
H -1.98780 2.07212 -0.25446
H 2.90692 0.72599 0.64996
O 1.81372 -1.95852 -0.00816
C -1.51129 -2.03477 -0.02877
H -2.14387 -1.84828 0.84611
C 0.90437 -1.01988 -0.23062
C -1.45130 1.36668 0.38777
H -1.08508 -3.03656 0.06489
H -2.19518 0.80893 0.96112
H 2.35740 2.17330 -0.17693
N 0.13530 0.95043 -1.50787
C 1.26830 0.37224 -0.61750
H 1.36301 -2.77804 0.24293

Cartesian forces, eV/Å:
0.0810 -0.1278 -0.0089
-0.0552 0.1160 0.0567
1.1911 0.0624 0.1793
0.5486 -0.7362 -0.2674
0.0058 -0.1262 0.1544
-0.0191 0.0045 -0.0276
0.1993 0.1214 0.0226
0.1364 -0.0347 0.0394
-0.0776 0.1206 -0.0011
0.5746 -0.6689 -0.0875
-0.0704 0.3742 -0.2108
0.1218 -0.0922 0.0210
-1.8221 0.7614 -0.1677
0.2989 0.3754 0.5090
-0.0516 0.0342 0.0008
0.1870 -0.0855 -0.0842
0.0033 -0.0550 0.0907
0.2505 -1.1146 -1.2356
-1.6147 0.9480 1.0142
0.1124 0.1232 0.0024


Molecular formula: C7H11NO
Method: DFT, ωB97M-V/def2-TZVPD

Properties
Orbital gap, eV: 8.415
LUMO, eV: 0.70
Highest occupied orbital energy, eV: -7.711
SMILES: C=Cc1cc(C)c[nH]1.O

Cartesian coordinates (Å):
H -2.40889 -3.23263 1.63602
C -1.18245 -2.24730 0.15331
C -1.55787 -2.57478 1.39063
H -1.63422 0.14707 -1.05857
H 1.40130 -1.36823 1.39541
C 0.19677 1.08229 -0.37805
H -1.60771 -2.76094 -0.63031
N -0.85223 0.22198 -0.45918
H -2.16614 1.91999 -2.19696
C 0.83258 -0.77894 0.76988
C 1.26832 0.54690 0.38963
H 3.24347 0.16430 1.04058
C -0.37342 -1.05767 0.07569
O -1.95513 2.71390 -2.72181
C 2.67519 0.98440 0.60115
H 3.25318 1.26954 -0.39756
H 2.96781 1.81588 1.19086
H 0.17442 2.09374 -0.77745
H -1.12002 -2.11071 2.29081
H -1.15497 3.17120 -2.31408

Cartesian forces, eV/Å:
0.8154 -0.2650 -0.4696
-0.4503 0.9428 3.0565
-0.7857 -0.4370 1.0352
-0.4837 0.6616 -0.7145
0.8971 -1.6384 0.9155
2.0983 1.0559 1.0827
-0.8135 -0.7129 -2.0234
2.3673 -4.0425 1.2587
0.4341 0.8011 -0.1955
-2.2959 1.9780 -3.3475
-2.5315 -0.3568 -0.9178
-0.0436 -0.1706 -0.1757
1.8833 2.8640 0.9868
1.2130 0.5386 0.7527
1.9261 0.1598 -2.4271
-1.3760 -0.9173 1.6411
-0.6837 1.0729 0.9572
-0.1984 -0.3780 -0.0444
-0.2648 0.0724 -0.7397
-1.7075 -1.2289 -0.6313


Molecular formula: C7H11NO
Method: DFT, ωB97M-V/def2-TZVPD

Properties
Orbital gap (spin up / spin down), eV: 6.357 / 6.356
LUMO (spin up / spin down), eV: -0.69 / -0.69
Highest occupied orbital energy (spin up / spin down), eV: -7.044 / -7.044

Cartesian coordinates (Å):
H 2.22473 1.83877 -1.17847
C -0.54519 -0.59723 -0.52204
H -2.58286 -1.16338 -0.17833
H -0.21341 1.99521 -0.63973
C 0.04722 -0.66709 1.07685
H -2.27479 0.55328 0.13292
H 2.20670 0.10126 -0.82908
H -2.34808 -0.05304 -1.53310
H 1.34698 0.71739 -2.23834
C 0.26940 0.72606 0.99264
C 0.34202 1.08645 -0.39537
H 0.06713 -2.67812 1.63414
H 1.11718 -1.54934 2.66960
C 1.61180 0.93539 -1.20100
O -0.17662 1.52224 1.96567
C -2.02899 -0.28780 -0.51742
H -0.20176 2.43687 1.64787
H 0.85355 -1.72739 -1.37698
N -0.13586 -1.51383 -1.35814
C 0.42086 -1.67569 1.84832

Cartesian forces, eV/Å:
-0.0570 -0.0351 0.0684
-0.2741 -1.9254 2.4200
0.0698 -0.0045 -0.0233
0.1038 0.1615 0.0828
-0.0397 -0.9767 -1.5912
-0.0129 -0.0081 0.0403
0.0377 0.0260 -0.0151
0.0254 -0.0134 0.0137
0.0266 -0.0495 0.0105
-0.2791 1.4205 -0.6299
0.4318 0.9047 0.7191
0.0799 0.0064 -0.0740
-0.1310 0.0203 0.1181
-0.2009 -0.3773 -0.1158
-0.0208 -0.2853 -0.4388
0.0501 0.2318 -0.0458
0.1042 -0.0234 0.0030
-0.0612 -0.2375 0.4254
0.2130 0.9505 -0.9172
-0.0654 0.2145 -0.0502


Molecular formula: C7H11NO
Method: DFT, ωB97M-V/def2-TZVPD

Properties
Orbital gap, eV: 10.521
LUMO, eV: 0.99
Highest occupied orbital energy, eV: -9.530
SMILES: C1O[C@@H]1C1([C@H]2CN2)CC1

Cartesian coordinates (Å):
H -2.03920 -1.36863 2.68962
C -1.98794 -0.56531 1.91368
H 0.54620 -0.95143 -2.01655
H 2.89358 1.54014 0.64091
C -0.53593 -0.51414 1.22193
C -0.17412 -1.13392 -1.20154
H 1.60373 0.47033 -1.83001
H 2.49509 -0.10517 0.19507
C 2.24525 0.90649 0.01581
H -0.14894 -2.17152 -1.02383
H 0.53600 2.21029 0.30895
C 0.85356 1.21826 -0.16642
O -1.11723 0.44891 2.13921
H -2.17179 -0.33295 -1.02331
H -2.89582 -0.57263 1.15107
C -1.19955 -0.10479 -1.32461
N 1.75903 1.29636 -1.33661
C -0.19055 0.06566 -0.18857
H -0.81733 0.71991 -1.95976
H 0.34593 -1.05585 1.79494

Cartesian forces, eV/Å:
-0.2483 0.8904 -0.4675
0.7084 -3.2118 -2.9431
-0.0417 -0.4579 0.3667
-0.3277 0.2451 -0.9351
-0.0434 0.5154 1.5168
3.0326 2.4341 -1.4627
0.0289 -1.5782 -1.1226
0.1599 -1.1406 -0.1748
0.9975 0.0962 0.5032
-0.8843 -0.8830 0.9608
0.0385 -1.5138 -1.1154
-2.0571 0.2968 0.2528
0.2117 1.5000 0.0217
-1.6276 0.3044 -0.1770
1.8053 0.8055 1.8216
1.7544 1.7530 0.9531
0.3774 2.1855 2.1518
-0.2517 -2.3523 1.8109
-1.7052 -0.7364 -0.5199
-1.9273 0.8474 -1.4412


The evaluated relative energy (zero: lowest compared OMol25 entry of this formula, charge and spin) for the records listed, in turn: 4.5838 2.6348 5.3268 5.5225 eV.